DFT (the ωB97M-V functional and the def2-TZVPD basis) results for a molecular structure, C6H9NO in a non-equilibrium geometry.

Values from the calculation:
- energy (Ha) = -363.79725
- E_HOMO (eV) = -8.65
- energy above the lowest of the compared OMol25 structures with the same formula, charge and spin (kJ/mol) = 596.0
- E_LUMO (Eh) = 0.03379
- frontier orbital gap (eV) = 9.570

Each line ends with the Mulliken charge.
Cartesian coordinates (Å):
C: 0.661 0.215 1.612  -0.712
C: -0.797 -1.113 0.070  -0.390
C: 0.020 -1.015 -1.247  -0.825
C: -0.198 0.499 -1.390  -0.096
C: -0.048 1.094 0.485  -0.341
C: -1.029 0.387 -0.294  0.169
H: 1.774 0.537 1.684  0.211
H: 0.453 0.384 2.654  0.325
H: -1.510 -1.891 0.117  0.463
H: -0.293 -1.947 -2.180  0.217
H: 1.102 -1.204 -1.213  0.351
H: -0.296 1.253 -2.281  0.325
H: -0.221 2.035 0.731  0.713
H: -2.133 0.788 -0.049  0.348
H: 0.695 -1.701 0.841  0.265
N: 0.098 -1.056 1.218  -0.505
O: 1.010 1.093 -0.530  -0.518

DFT (the ωB97M-V functional and the def2-TZVPD basis) results for 11 unconnected molecules or ions with the total composition C5H33N2O11 in a non-equilibrium geometry.

Values from the calculation:
- energy (Ha) = -1147.21835
- E_HOMO (eV) = -12.80
- energy above the lowest of the compared OMol25 structures with the same formula, charge and spin (kJ/mol) = 255.2
- net charge = +1
- E_LUMO (Eh) = -0.08748
- frontier orbital gap (eV) = 10.416

Each line ends with the Mulliken charge.
Cartesian coordinates (Å):
C: -0.318 -2.564 0.846  -0.806
O: 0.848 -2.614 1.719  -0.577
C: 0.034 -2.166 -0.586  0.522
C: 0.587 -0.710 -0.688  -1.082
C: 0.674 -0.279 -2.101  0.505
C: -0.109 0.565 -2.742  -1.466
N: 1.824 -0.855 -2.839  0.068
N: -1.140 -2.145 -1.463  -0.583
H: -0.643 -3.607 0.807  0.491
H: -0.978 -1.877 1.366  0.023
H: 1.408 -3.289 1.356  0.309
H: 0.673 -2.965 -0.975  0.329
H: 1.490 -0.546 -0.095  0.290
H: -0.052 -0.019 -0.131  0.427
H: -0.136 0.955 -3.749  0.361
H: -0.575 1.299 -2.087  0.461
H: 2.193 -0.191 -3.527  0.372
H: 1.546 -1.759 -3.246  0.445
H: 2.646 -0.978 -2.223  0.374
H: -1.923 -1.694 -0.992  0.207
H: -1.472 -3.067 -1.698  0.306
H: 3.411 1.087 0.070  0.382
H: 4.540 0.452 -0.883  0.286
O: 3.646 0.792 -0.846  -0.529
H: 1.786 2.209 -2.617  0.316
H: 3.308 2.280 -3.087  0.293
O: 2.469 1.816 -3.199  -0.601
H: 1.458 -0.474 3.443  0.303
H: 1.098 -0.881 2.116  0.394
O: 1.056 -0.059 2.697  -0.775
H: -4.148 -0.951 2.071  0.264
H: -2.730 -0.883 2.637  0.360
O: -3.280 -1.331 1.933  -0.614
H: 0.746 4.291 1.810  0.281
H: -0.528 3.377 1.526  0.407
O: 0.404 3.623 1.240  -0.683
H: -0.742 0.278 3.497  0.320
H: -1.882 0.768 4.345  0.308
O: -1.720 0.519 3.433  -0.547
H: 2.456 1.300 2.021  0.329
H: 1.756 2.388 1.091  0.400
O: 2.624 1.954 1.326  -0.732
H: -2.510 2.025 2.131  0.333
H: -2.368 3.322 2.911  0.307
O: -2.195 2.932 2.052  -0.733
H: 0.011 -2.131 -5.247  0.342
H: -0.226 -2.497 -3.760  0.329
O: 0.406 -2.608 -4.509  -0.726
H: -5.475 0.928 1.373  0.300
H: -5.135 2.454 1.749  0.287
O: -4.814 1.527 1.726  -0.578

DFT (the ωB97M-V functional and the def2-TZVPD basis) results for a molecular structure, C4H5CsMgO3 in a non-equilibrium geometry.

Values from the calculation:
- energy (Ha) = -600.67437
- E_HOMO (alpha / beta) (eV) = -15.18 / -15.19
- energy above the lowest of the compared OMol25 structures with the same formula, charge and spin (kJ/mol) = 418.0
- net charge = +2
- E_LUMO (alpha / beta) (Eh) = -0.34376 / -0.34380
- frontier orbital gap (alpha / beta) (eV) = 5.830 / 5.830

Each line ends with the Mulliken charge.
Cartesian coordinates (Å):
Mg: -1.149 -1.965 0.463  1.197
O: 0.151 -0.916 -1.045  -0.287
C: 1.429 -1.069 -1.705  -0.598
H: 1.321 -0.713 -2.733  0.293
H: 2.177 -0.457 -1.192  0.350
H: 1.652 -2.135 -1.634  0.239
C: -1.096 0.223 2.312  -0.876
C: -1.013 0.665 1.050  0.066
O: -1.630 -0.095 0.011  -0.468
C: -0.286 0.305 -0.734  0.917
O: 0.183 1.327 -1.159  -0.466
Cs: 0.537 4.689 0.679  0.999
H: -0.350 0.556 3.033  0.225
H: -1.926 -0.414 2.653  0.409